(1)
Molecular formula: C56H36MnN9OS
Method: DFT, ωB97M-V/def2-TZVPD

Geometry (Å):
Mn 15.02112 11.09068 14.63910
C 21.30560 11.67907 16.03714
C 21.48902 11.61204 14.66872
C 20.37732 11.61978 13.78683
C 19.14664 11.65616 14.38655
C 17.81603 11.61924 13.83166
N 16.87461 11.53463 14.84044
C 17.58450 11.69873 16.07655
N 17.13805 11.90771 17.28566
C 15.82182 12.15823 17.43372
C 15.30764 12.89856 18.59470
C 15.89422 13.39684 19.70828
C 15.11396 13.96931 20.71764
C 13.68865 13.91990 20.64789
C 13.10483 13.43298 19.46783
C 13.93101 13.04432 18.43803
C 13.67830 12.47196 17.12582
N 12.46895 12.38853 16.59332
C 12.23004 12.05787 15.35124
N 13.12580 11.91779 14.33309
C 12.42912 11.63009 13.19148
N 12.91118 11.59952 11.92672
C 14.19726 11.50745 11.70005
N 15.24675 11.41753 12.61110
C 16.42066 11.64752 11.98086
N 17.64177 11.57994 12.49518
C 16.17012 11.67815 10.51047
C 17.02940 11.62982 9.42100
C 16.45957 11.56314 8.15750
C 15.09864 11.49695 7.99954
C 14.21100 11.44278 9.05979
C 14.77581 11.55247 10.33730
C 10.98589 11.69280 13.49220
C 9.82153 11.53535 12.73873
C 8.57911 11.56985 13.30814
C 8.45292 11.92667 14.67920
C 9.64069 12.15120 15.43049
C 10.89349 11.95677 14.85625
N 14.81426 11.92383 16.58314
C 18.94921 11.71284 15.77655
C 20.04833 11.68390 16.64827
H 22.21924 11.76711 16.57188
H 22.48364 11.65522 14.20548
H 20.41252 11.64324 12.75088
H 16.96626 13.57520 19.72797
H 15.58775 14.41472 21.59518
H 13.10600 14.12682 21.53566
H 11.99819 13.37266 19.37635
H 18.09985 11.49745 9.59583
H 17.13826 11.59096 7.32042
H 14.66653 11.17500 7.02596
H 13.14328 11.36732 8.95523
H 9.90007 11.43445 11.63539
H 7.69523 11.44664 12.67001
H 7.46524 11.96621 15.09677
H 9.53126 12.51499 16.44819
H 19.85599 11.73468 17.66256
O 16.46705 17.13938 15.05103
S 16.78860 18.24142 14.10129
C 15.49226 19.41884 14.24831
C 15.45871 20.41742 13.28806
C 14.28010 21.22291 13.18467
C 13.35065 21.09455 14.21840
C 13.46450 20.10821 15.21352
C 14.53544 19.21797 15.16981
C 18.14104 19.24093 14.63104
C 19.21714 19.37787 13.80662
C 20.41816 19.75442 14.44798
C 20.47567 20.04281 15.79102
C 19.34142 19.86241 16.62162
C 18.16348 19.39344 15.98388
H 16.24735 20.56933 12.53563
H 14.19033 21.97245 12.38706
H 12.53438 21.80707 14.19299
H 12.68435 20.03976 15.98213
H 14.58032 18.32444 15.81030
H 19.14611 19.23822 12.74543
H 21.34459 19.80358 13.87433
H 21.41921 20.44138 16.11915
H 19.34560 20.04284 17.65208
H 17.22684 19.16448 16.55847
C 10.48757 8.40978 16.14473
C 11.49270 8.32800 17.11234
C 12.84497 8.55071 16.71123
C 13.21309 8.75544 15.34906
C 12.13580 8.62143 14.36223
C 10.80878 8.56479 14.78698
N 14.58015 9.09276 15.06972
C 15.53165 8.06256 14.95181
C 15.52881 6.89887 15.75161
C 16.52472 5.87135 15.60190
C 17.35360 5.94628 14.50613
C 17.34463 7.02062 13.64369
C 16.55531 8.13256 13.93149
H 9.42349 8.35029 16.44866
H 11.24026 8.02134 18.15308
H 13.61818 8.57152 17.46214
H 12.39595 8.67278 13.34759
H 9.95545 8.54532 14.08292
H 14.74467 6.73150 16.46895
H 16.55525 5.09443 16.35355
H 18.14201 5.23296 14.17977
H 18.10331 6.95209 12.88267
H 16.65135 9.11271 13.39642

As for the multiplicity: 6. The HOMO energy (spin up / spin down) comes out at -3.6 / -3.6 eV. The energy is -116272.2469 eV. Its expectation value of S² is 8.79. The total charge is -1. Its max |F| is 4.27 eV Å⁻¹. The calculation puts the gap between HOMO and LUMO (spin up / spin down) at 4.85 / 4.75 eV.

Atomic partial charges in e from the Mulliken method, atoms 1 to 4: atom 1 (Mn): -0.31, atom 2 (C): -0.60, atom 3 (C): -0.71, atom 4 (C): -0.22

(2)
Molecular formula: C14H12CaF2NOS4
Method: DFT, ωB97M-V/def2-TZVPD

Geometry (Å):
Ca 1.12934 0.39352 1.07889
F 1.32394 -5.39936 1.94084
C 0.60239 -4.29151 1.62554
C 1.21364 -3.05762 1.61096
C 0.48931 -1.89446 1.30573
C -0.87214 -2.07452 0.97796
C -1.44556 -3.33952 1.00880
F -2.77238 -3.50628 0.72865
C -0.73785 -4.47380 1.33605
C -1.68865 -0.87725 0.60931
C -2.61782 -0.90649 -0.43391
C -3.32845 0.23426 -0.74508
C -3.10079 1.39893 -0.02308
C -2.14054 1.36274 0.96685
N -1.45230 0.26077 1.28878
H 2.27432 -3.01155 1.83750
H -1.20720 -5.44665 1.36980
H -2.76519 -1.82296 -0.98623
H -4.04951 0.22183 -1.55449
H -3.63303 2.31575 -0.23755
H -1.88628 2.25612 1.52676
S 3.81289 -0.03391 0.05007
S 4.63529 1.48252 1.20874
S 3.42367 3.12786 1.04406
S 1.77249 2.82598 2.27273
C 0.87669 3.57139 -1.53506
C 0.96416 2.08578 -1.63816
C 1.85582 1.48227 -2.67146
O 0.35895 1.38490 -0.83778
H 0.89935 4.04515 -2.51665
H 1.77001 3.87752 -0.97735
H 0.00113 3.86332 -0.96158
H 2.06847 2.16603 -3.49121
H 1.43657 0.54378 -3.02947
H 2.78929 1.23546 -2.14897

The HOMO energy comes out at -3.8 eV. For the relative energy (zero: lowest compared OMol25 entry of this formula, charge and spin), the calculation gives 0.00 kcal per mole. The energy is -85470.0304 eV. The total charge is -1. Its max |F| is 1.05 eV Å⁻¹. The calculation puts the gap between HOMO and LUMO at 6.42 eV.

Atomic partial charges in e from the Mulliken method, atoms 1 to 4: atom 1 (Ca): 0.78, atom 2 (F): -0.34, atom 3 (C): 0.44, atom 4 (C): -0.25